Entry 1:
# C27H37N3O4S

The molecule C27H37N3O4S in a non-equilibrium geometry (the ωB97M-V functional and the def2-TZVPD basis, the OMol25 dataset).

## Properties
Energy relative to the best compared isomer or geometry (same formula, charge and spin) (eV): 0.6687
Total energy (Eh): -1914.47974
LUMO (Eh): 0.0082
SMILES: CCOc1ccc(NS(=O)(=O)c2ccc(C(=O)NCC3(N4CCCCC4)CCCCC3)cc2)cc1
Orbital gap (eV): 8.27

Last column: Löwdin charge in e.
CARTESIAN COORDINATES (ANGSTROEM)
1 S -0.650 -4.198 -2.483  0.6647
2 O 2.983 -5.777 2.771  -0.0550
3 O 1.481 2.184 -2.239  0.0681
4 O -1.003 -4.512 -3.836  -0.2834
5 O -1.526 -4.611 -1.427  -0.2722
6 N -0.732 2.529 -1.938  0.0966
7 N -0.968 3.128 0.623  -0.0997
8 N 0.890 -4.838 -2.286  -0.0629
9 C 2.498 -5.641 1.505  -0.2713
10 C -1.173 6.792 -0.621  -0.1885
11 C 3.706 -6.938 3.125  -0.2512
12 C 0.621 -1.863 -3.137  -0.0349
13 C 1.686 -4.525 1.289  0.0156
14 C -1.130 -1.687 -1.489  -0.0469
15 C 0.770 1.622 1.473  -0.1666
16 C 0.837 -0.500 -3.047  0.0134
17 C -2.818 4.388 -0.454  -0.1332
18 C 1.155 -4.262 0.045  -0.0163
19 C 2.808 -8.157 3.315  -0.0643
20 C 1.413 -5.118 -1.021  -0.3003
21 C 2.220 -6.228 -0.810  -0.0192
22 C -0.360 -2.439 -2.355  -0.2874
23 C 2.764 -6.488 0.436  -0.0215
24 C -0.768 5.614 0.261  -0.1273
25 C -2.688 6.871 -0.768  -0.1991
26 C 0.056 0.280 -2.197  -0.1162
27 C -0.640 3.935 -1.636  -0.0992
28 C -0.924 -0.320 -1.411  -0.0149
29 C -3.232 5.565 -1.337  -0.1916
30 C 0.351 1.748 -2.114  -0.4644
31 C -1.293 4.262 -0.265  -0.4107
32 C 0.445 3.026 0.968  -0.1820
33 C -1.752 2.944 1.831  -0.1918
34 C -0.053 1.316 2.717  -0.2023
35 C -1.524 1.539 2.392  -0.1783
36 H -0.713 6.692 -1.605  0.1124
37 H 0.421 4.191 -1.644  0.1256
38 H 0.113 0.290 3.048  0.1076
39 H 4.183 -6.679 4.075  0.1224
40 H 0.530 -3.397 -0.105  0.0969
41 H 0.247 1.985 3.528  0.1121
42 H 4.495 -7.144 2.391  0.1145
43 H -0.798 7.716 -0.175  0.1119
44 H -1.844 0.806 1.650  0.1024
45 H -1.872 -2.189 -0.888  0.1177
46 H -1.490 3.686 2.608  0.1271
47 H -2.139 1.409 3.285  0.1105
48 H -2.813 3.039 1.611  0.1050
49 H -2.958 7.704 -1.418  0.1097
50 H 0.320 5.583 0.336  0.1144
51 H 1.489 -3.870 2.122  0.1206
52 H 1.101 -5.519 -3.000  0.1185
53 H -4.323 5.604 -1.373  0.1126
54 H 2.295 -8.409 2.391  0.0667
55 H 0.716 3.749 1.757  0.1273
56 H -2.882 5.438 -2.362  0.1033
57 H -3.136 7.052 0.212  0.1150
58 H 1.837 1.561 1.692  0.1162
59 H 0.544 0.895 0.691  0.0986
60 H 2.430 -6.899 -1.631  0.1134
61 H -1.170 5.768 1.266  0.1246
62 H -3.283 4.562 0.516  0.1089
63 H 2.059 -7.947 4.075  0.0794
64 H 3.390 -7.359 0.550  0.1056
65 H 1.608 -0.016 -3.627  0.1243
66 H 1.201 -2.486 -3.799  0.1190
67 H -1.505 0.269 -0.717  0.1016
68 H -1.125 4.503 -2.430  0.1167
69 H 1.060 3.228 0.093  0.1074
70 H -1.628 2.098 -1.779  0.1276
71 H -3.218 3.457 -0.860  0.1206
72 H 3.405 -9.008 3.633  0.0764

=====

Entry 2:
# C27H37N3O4S

The molecule C27H37N3O4S (the ωB97M-V functional and the def2-TZVPD basis, the OMol25 dataset).

## Properties
Energy relative to the best compared isomer or geometry (same formula, charge and spin) (eV): 1.3672
Total energy (Eh): -1914.45407
LUMO (Eh): 0.0208
SMILES: CCOc1ccc2c(c1)[C@@H](N(CCN1CCOCC1)C(=S)Nc1ccccc1OC)CC(C)(C)O2
Orbital gap (eV): 8.35

Last column: Löwdin charge in e.
CARTESIAN COORDINATES (ANGSTROEM)
1 S -0.976 -0.617 3.223  0.7363
2 O -5.034 -0.879 -0.592  -0.1286
3 O -1.406 -1.016 -2.821  -0.0741
4 O 2.723 2.203 -1.060  -0.0033
5 O 3.083 -0.851 0.132  -0.1053
6 N -3.222 1.067 0.431  -0.1870
7 N -0.524 1.334 1.497  -0.0710
8 N 0.807 -0.536 1.277  0.0975
9 C 0.251 2.076 0.509  -0.2094
10 C -4.436 0.075 -1.437  -0.1883
11 C 1.297 -4.179 1.836  -0.0906
12 C -0.535 0.505 -1.285  0.0728
13 C 2.552 -2.000 0.670  -0.1956
14 C 1.831 4.403 -0.631  0.0021
15 C -3.871 0.099 1.302  -0.1683
16 C -0.207 0.080 1.925  -0.7193
17 C -2.805 2.273 1.118  -0.1717
18 C -4.184 -1.160 0.497  -0.1841
19 C 0.464 1.326 -0.787  -0.1149
20 C -0.394 -3.202 -3.232  -0.0586
21 C -0.345 -0.245 -2.441  -0.2470
22 C 3.137 -3.250 0.607  -0.0274
23 C 4.265 -0.939 -0.624  -0.0745
24 C 2.480 3.153 -0.024  -0.5368
25 C 0.867 -0.139 -3.118  -0.0059
26 C 1.313 -1.832 1.327  -0.1571
27 C 3.857 3.499 0.544  -0.0076
28 C 1.853 0.703 -2.643  0.0077
29 C -4.110 1.366 -0.684  -0.1662
30 C 1.604 2.536 1.075  -0.0433
31 C -1.218 -2.039 -3.777  -0.2440
32 C 0.696 -2.931 1.900  -0.0483
33 C 1.674 1.440 -1.477  -0.2308
34 C 2.508 -4.339 1.195  -0.0944
35 C -1.635 2.047 2.089  -0.1738
36 H -0.770 -1.638 -4.695  0.1139
37 H 2.977 -5.310 1.144  0.1002
38 H 4.084 -3.390 0.108  0.1026
39 H -5.155 0.274 -2.234  0.1269
40 H -1.969 1.472 2.954  0.0435
41 H -3.200 -0.166 2.120  0.0451
42 H -0.345 2.968 0.287  0.1436
43 H -3.630 2.729 1.695  0.1299
44 H 4.502 3.855 -0.255  0.0889
45 H -2.507 2.991 0.347  0.1120
46 H -0.868 -3.605 -2.341  0.0813
47 H 3.769 4.271 1.302  0.0909
48 H 1.290 0.001 0.568  0.1019
49 H 4.453 0.073 -0.980  0.0875
50 H -1.292 3.025 2.446  0.1296
51 H 2.791 0.795 -3.168  0.1228
52 H -0.251 -2.813 2.397  0.0333
53 H 0.609 -2.876 -2.966  0.0647
54 H 4.143 -1.610 -1.480  0.1002
55 H 1.056 -0.699 -4.020  0.1094
56 H 5.109 -1.275 -0.013  0.0986
57 H -1.470 0.426 -0.750  0.1081
58 H -2.231 -2.377 -4.010  0.1243
59 H 1.446 3.266 1.870  0.1361
60 H -3.610 2.060 -1.364  0.1235
61 H -4.807 0.507 1.723  0.1330
62 H 2.138 1.687 1.506  0.1310
63 H -5.050 1.828 -0.332  0.1295
64 H 2.533 4.885 -1.307  0.0905
65 H 0.806 -5.026 2.289  0.1015
66 H -4.705 -1.891 1.116  0.1275
67 H 4.311 2.616 0.985  0.0878
68 H 0.944 4.137 -1.202  0.0873
69 H -3.512 -0.334 -1.870  0.1059
70 H 1.557 5.107 0.150  0.0930
71 H -0.324 -3.986 -3.981  0.0766
72 H -3.241 -1.595 0.132  0.1282

=====

Entry 3:
# C27H37N4O3P2PdS

A structure of composition C27H37N4O3P2PdS (the ωB97M-V functional and the def2-TZVPD basis, the OMol25 dataset).

## Properties
Energy relative to the best compared isomer or geometry (same formula, charge and spin) (eV): 0.2338
Total energy (Eh): -2704.69072
LUMO (Eh): 0.1031
Net charge: -1
Orbital gap (eV): 5.53

Last column: Löwdin charge in e.
CARTESIAN COORDINATES (ANGSTROEM)
1 Pd 0.132 0.723 -0.803  0.0274
2 S 2.723 1.157 -1.462  0.4902
3 P 0.862 -1.649 -0.645  0.8033
4 P -2.056 0.420 -1.375  0.7609
5 O 0.173 -3.155 -0.285  -0.3201
6 O 1.965 -2.119 -1.732  -0.3330
7 O 1.809 -1.657 0.689  -0.3235
8 N 2.472 1.610 1.246  -0.0382
9 N 1.203 1.980 0.945  -0.0086
10 N -0.938 3.641 0.154  0.1239
11 N 4.427 0.771 0.536  0.0347
12 C -0.779 3.189 1.397  -0.2603
13 C -1.992 0.354 -4.171  -0.1095
14 C 3.556 -3.628 -2.647  -0.0813
15 C 3.102 -2.914 -1.395  -0.3039
16 C -3.221 4.180 0.656  -0.1050
17 C -1.823 3.211 2.324  -0.0311
18 C 1.907 3.918 5.714  -0.1137
19 C 0.561 2.688 1.803  -0.2084
20 C 1.237 4.802 4.884  -0.0981
21 C 1.045 3.097 3.165  -0.1636
22 C -2.868 -0.836 -0.304  -0.2929
23 C 0.055 -5.330 -1.279  -0.0748
24 C -0.446 -3.900 -1.321  -0.3427
25 C -3.056 3.708 1.949  -0.0834
26 C 2.141 2.621 5.273  -0.0921
27 C -3.531 1.525 -1.579  -0.2857
28 C 1.721 2.218 4.014  -0.0342
29 C 1.038 -2.552 2.802  -0.0799
30 C 1.232 -1.317 1.947  -0.3222
31 C -2.349 -1.783 -3.164  -0.1152
32 C -2.126 4.115 -0.196  -0.1780
33 C 0.810 4.391 3.628  -0.0450
34 C -2.160 -1.608 -5.557  -0.1142
35 C -1.992 -0.232 -5.426  -0.1008
36 C -2.178 -0.410 -3.015  -0.3708
37 C 3.164 1.194 0.187  -0.9380
38 C -2.335 -2.380 -4.421  -0.1009
39 H -4.403 0.963 -1.925  0.0381
40 H 1.921 -0.613 2.409  0.0839
41 H -0.370 -5.911 -2.102  0.0718
42 H -1.532 -3.885 -1.179  0.0960
43 H -2.458 -3.454 -4.507  0.0959
44 H 4.764 1.119 1.420  0.0747
45 H -3.805 -1.215 -0.725  0.0401
46 H -3.755 1.990 -0.615  0.0107
47 H 1.916 1.215 3.676  0.0844
48 H 5.084 0.736 -0.226  0.0541
49 H 2.245 4.234 6.694  0.0908
50 H 0.629 -2.271 3.776  0.0693
51 H -3.075 -0.355 0.654  0.0327
52 H 0.359 -3.252 2.316  0.0609
53 H -3.880 3.718 2.653  0.0987
54 H 0.291 5.094 2.986  0.1158
55 H -2.487 -2.401 -2.287  0.0633
56 H -0.221 -5.806 -0.337  0.0734
57 H 1.045 5.817 5.212  0.0938
58 H -1.664 2.819 3.321  0.1153
59 H -3.312 2.323 -2.290  0.0254
60 H 2.846 -3.621 -0.602  0.1053
61 H -2.145 -2.070 -6.537  0.0902
62 H 0.285 -0.788 1.786  0.0929
63 H 3.829 -2.906 -3.417  0.0769
64 H -4.163 4.587 0.314  0.0961
65 H 1.994 -3.056 2.958  0.0737
66 H 3.877 -2.246 -1.013  0.1107
67 H 2.658 1.916 5.913  0.0953
68 H -2.209 4.467 -1.221  0.1033
69 H -1.843 0.381 -6.306  0.0941
70 H -0.239 -3.461 -2.301  0.0980
71 H -2.180 -1.662 -0.118  0.0067
72 H 4.423 -4.258 -2.432  0.0708
73 H 2.757 -4.260 -3.041  0.0657
74 H -1.810 1.419 -4.078  0.0980
75 H 1.143 -5.350 -1.363  0.0621